No. 1
The following is a DFT calculation (ωB97M-V/def2-TZVPD) of a structure of composition C12H44Fe2N20O12 in a non-equilibrium geometry.

Element x y z (Å)
Fe1 16.098210 20.961712 -0.495025
Fe2 16.709633 17.520456 -2.408663
O1 15.748836 19.398081 -1.866941
C1 15.277413 19.893658 -3.106318
C2 15.952069 19.288678 -4.383432
O2 16.250016 17.895377 -4.425741
H1 15.273839 20.986053 -3.135961
H2 14.193654 19.758938 -3.186031
H3 16.935566 19.689364 -4.645516
H4 15.301793 19.576004 -5.213924
C3 16.207658 22.381516 -6.574413
O3 16.141659 22.850733 -5.454345
N1 15.579551 22.869137 -7.622290
N2 16.844065 21.255724 -6.951367
H5 15.439877 22.179760 -8.350187
H6 14.993241 23.667480 -7.435360
H7 17.430102 20.845189 -6.243859
H8 16.657478 20.957993 -7.898912
C4 18.656081 16.664910 -6.711145
O4 17.902014 15.690586 -6.578731
N3 19.812441 16.686923 -7.347842
N4 18.309300 17.813320 -6.200649
H9 20.234869 17.603342 -7.371475
H10 20.261003 16.011841 -7.943228
H11 18.932314 18.605060 -6.251816
H12 17.558582 17.750823 -5.528919
C5 12.334128 18.206745 -0.149718
O5 11.685423 18.661046 0.788351
N5 13.663490 18.191627 -0.240210
N6 11.859341 17.632609 -1.207419
H13 14.143903 18.163965 -1.123884
H14 14.267937 18.057016 0.554773
H15 12.423322 17.355372 -1.991814
H16 10.860529 17.675290 -1.352573
C6 18.021578 22.975502 -2.198907
O6 17.395937 22.013633 -1.749407
N7 18.005608 23.386446 -3.431814
N8 18.755257 23.806312 -1.420524
H17 18.636036 23.982876 -3.943631
H18 17.419141 22.912839 -4.121232
H19 18.653568 23.840031 -0.419264
H20 19.229002 24.557992 -1.893512
C7 13.766451 16.048265 -6.978104
O7 13.056248 15.146730 -7.410913
N9 13.391720 17.310793 -6.714060
N10 15.021079 15.796013 -6.574956
H21 12.427860 17.592064 -6.784997
H22 14.064130 17.977920 -6.373748
H23 15.446114 16.528609 -6.023517
H24 15.347113 14.849050 -6.485487
C8 14.246975 20.383322 -9.444338
O8 15.284464 20.975846 -9.763376
N11 13.283903 20.230675 -10.376373
N12 13.962390 20.054896 -8.202293
H25 13.593801 20.296337 -11.332390
H26 12.410785 19.814417 -10.096237
H27 14.657927 20.259815 -7.502208
H28 13.254866 19.361206 -8.021593
C9 20.387357 20.988455 -6.109048
O9 20.554864 19.821386 -6.395650
N13 19.523706 21.401608 -5.162100
N14 21.226540 21.973175 -6.438460
H29 19.284957 20.560066 -4.656562
H30 19.478220 22.325616 -4.778646
H31 20.974208 22.886238 -6.103160
H32 22.133339 21.792968 -6.837686
C10 13.244271 22.476112 -0.409597
O10 14.365185 22.019684 -0.769081
N15 12.261507 21.719902 0.032897
N16 12.892983 23.735177 -0.537263
H33 12.278225 20.745054 -0.233345
H34 11.395595 21.988951 0.471687
H35 12.011329 24.135811 -0.253403
H36 13.460791 24.545968 -0.736689
C11 18.984040 19.872855 0.577267
O11 17.812121 20.010484 0.132475
N17 19.229814 19.030225 1.541715
N18 19.989427 20.718789 0.341015
H37 18.457603 18.504254 1.920262
H38 20.056756 19.165851 2.100598
H39 20.904294 20.578146 0.735853
H40 19.697708 21.550390 -0.149745
C12 17.744650 14.644284 -3.545269
O12 17.513752 15.622856 -2.848427
N19 18.029284 13.456663 -3.020409
N20 17.628585 14.683795 -4.855613
H41 18.017224 12.545853 -3.449378
H42 18.010510 13.455103 -2.011890
H43 17.408587 15.590570 -5.240629
H44 17.807170 13.807103 -5.317122

Forces on atoms 1 to 3 (eV/Å):
Fe -0.005 -0.346 -1.393
Fe -0.523 -0.055 -2.430
O 1.167 -1.244 0.085

- <S²> = 20.018
- highest occupied orbital energy (spin up / spin down) (eV) = -12.67 / -12.67
- net charge = +2
- frontier orbital gap (spin up / spin down) (eV) = 7.24 / 6.56
- ΔE to the lowest compared entry with this formula, charge and spin (eV) = 2.364
- multiplicity = 9
- LUMO energy (spin up / spin down) (eV) = -5.4 / -6.1

***

No. 2
The following is a DFT calculation (ωB97M-V/def2-TZVPD) of the ion C6H12N with charge +1 in a non-equilibrium geometry.

Element x y z (Å)
C1 -1.563205 1.019730 0.583747
C2 -0.660798 -0.029202 -0.065432
C3 -1.126540 -1.472284 -0.190661
C4 0.210212 0.592656 -1.178653
C5 1.409716 0.712918 -0.244111
C6 1.915989 -0.563261 0.215524
N1 0.856316 0.006519 0.936737
H1 -1.934641 0.514917 1.524878
H2 -2.329104 1.342436 -0.231101
H3 -0.801365 1.877873 0.885805
H4 -2.016053 -1.434515 -0.880884
H5 -1.602495 -1.940341 0.779572
H6 -0.247117 -2.164202 -0.644777
H7 -0.086892 1.652620 -1.635132
H8 0.320916 -0.039674 -1.951010
H9 1.927535 1.706056 -0.139118
H10 1.805168 -1.490343 -0.471720
H11 2.814880 -0.570105 0.834948
H12 1.107479 0.278210 1.871382

Forces on atoms 1 to 3 (eV/Å):
C 1.384 -0.003 0.333
C 0.295 0.411 0.926
C 0.233 -1.253 0.171

- SMILES = CC1(C)C[C@@H]2C[N@@H+]21
- highest occupied orbital energy (eV) = -15.73
- net charge = +1
- frontier orbital gap (eV) = 12.59
- ΔE to the lowest compared entry with this formula, charge and spin (eV) = 3.008
- LUMO energy (eV) = -3.1

***

No. 3
The following is a DFT calculation (ωB97M-V/def2-TZVPD) of a structure of composition C35H41N7O9Zr.

Element x y z (Å)
Zr1 -1.111692 -0.689301 -1.007498
O1 -3.014323 -0.564529 4.105956
C1 -2.600695 -0.138726 3.052151
O2 -2.127835 -0.963759 2.053316
C2 -2.540936 1.251613 2.676168
C3 -3.292125 2.254449 3.261032
C4 -3.718685 3.351596 2.525241
C5 -3.632832 3.254925 1.117373
C6 -2.876885 2.308340 0.503536
N1 -1.944448 1.599073 1.384747
C7 -2.641074 2.127547 -0.932848
O3 -3.290184 2.695000 -1.787828
O4 -1.595831 1.350679 -1.203171
H1 -3.636893 2.092130 4.274564
H2 -4.324918 4.118787 2.981582
H3 -4.218699 3.902540 0.477791
O5 -3.414422 -3.545518 -2.450217
C8 -2.537652 -3.076528 -1.773990
O6 -1.646831 -2.194477 -2.253719
C9 -2.361194 -3.509264 -0.301084
C10 -0.900342 -3.473111 0.122753
C11 -0.747425 -4.087393 1.503183
C12 -1.453449 -3.256108 2.582524
C13 -2.586793 -2.348520 2.094201
O7 -0.480960 -2.126555 0.145913
C14 -3.248691 -2.738663 0.735918
C15 -3.897193 -1.457445 0.215562
O8 -5.017453 -1.146845 0.523557
O9 -3.095344 -0.698218 -0.513592
H4 -2.699308 -4.546359 -0.300703
H5 -0.290674 -4.028389 -0.599592
H6 -1.156692 -5.100488 1.466889
H7 0.313449 -4.184319 1.740712
H8 -1.847510 -3.917430 3.355776
H9 -0.737276 -2.602862 3.081397
H10 -3.383978 -2.350454 2.832451
H11 -4.076524 -3.393202 1.003071
C16 0.713241 2.661540 3.432233
N2 0.364660 1.895271 2.236322
C17 -0.684861 2.421806 1.426278
C18 1.230338 0.960136 1.716715
N3 0.919195 0.238431 0.669804
C19 1.806342 -0.860863 0.429472
C20 2.080145 -1.710633 1.472699
C21 3.061274 -2.707039 1.383946
C22 3.783841 -2.840673 0.234954
C23 3.447606 -2.077045 -0.906766
C24 4.159317 -2.287390 -2.113585
C25 3.777717 -1.663506 -3.261234
C26 2.625382 -0.859399 -3.259887
C27 1.922170 -0.600711 -2.108364
N4 0.668739 0.060125 -2.227541
C28 0.616752 1.134972 -3.017780
N5 -0.426984 1.355618 -3.826044
C29 -1.350003 0.292713 -4.194645
C30 -0.943139 2.698280 -4.077116
N6 1.619202 2.054752 -3.022165
C31 2.075517 2.694088 -4.242037
C32 2.476481 2.223037 -1.867984
C33 2.377503 -1.134266 -0.856296
N7 2.461498 0.930692 2.380193
C34 2.563762 0.421145 3.735066
C35 3.701573 0.913028 1.626340
H12 0.066215 3.532456 3.477747
H13 1.751510 2.988664 3.397609
H14 0.546387 2.087899 4.342821
H15 -0.988743 3.394216 1.800140
H16 -1.645927 0.729846 0.958502
H17 -0.377447 2.488660 0.383798
H18 1.518247 -1.591638 2.389371
H19 3.258850 -3.341947 2.238652
H20 4.587204 -3.562414 0.158497
H21 4.993261 -2.977868 -2.106029
H22 4.310189 -1.835564 -4.187430
H23 2.237009 -0.484134 -4.199899
H24 -0.880274 -0.681265 -4.091135
H25 -1.643222 0.434260 -5.235604
H26 -2.257375 0.336917 -3.584918
H27 -0.359439 3.432513 -3.531184
H28 -1.969640 2.742291 -3.709490
H29 -0.916596 2.930293 -5.143837
H30 1.510038 2.324430 -5.092497
H31 3.131854 2.455144 -4.396005
H32 1.968965 3.780197 -4.193154
H33 1.964018 1.848370 -0.984559
H34 2.682006 3.287335 -1.734959
H35 3.426896 1.691548 -1.984381
H36 1.578049 0.207910 4.144489
H37 3.067697 1.134461 4.393158
H38 3.132296 -0.515337 3.737516
H39 3.536591 1.295202 0.621418
H40 4.141427 -0.086000 1.549381
H41 4.416974 1.571268 2.126259

Forces on atoms 1 to 3 (eV/Å):
Zr 0.291 0.034 -0.386
O -0.065 -0.015 -0.024
C 0.151 0.032 0.066

- highest occupied orbital energy (eV) = -7.07
- frontier orbital gap (eV) = 7.06
- ΔE to the lowest compared entry with this formula, charge and spin (eV) = 2.965
- LUMO energy (eV) = 0.0

***

No. 4
The following is a DFT calculation (ωB97M-V/def2-TZVPD) of a cluster of 2 separate species, C9H13NO2 in total in a non-equilibrium geometry.

Element x y z (Å)
C1 -2.413911 1.914606 0.383683
C2 -1.980144 0.483324 0.266162
C3 -1.963711 -0.108184 -0.995552
C4 -1.448338 -1.358555 -1.202440
C5 -0.833253 -1.966234 -0.130690
O1 -0.583465 -3.283584 -0.495604
C6 -0.668211 -1.455241 1.144108
C7 -1.257853 -0.181455 1.365488
H1 -3.323016 2.045429 -0.217767
H2 -1.855701 2.528745 -0.059252
H3 -2.582822 2.157522 1.447008
H4 -2.443965 0.551748 -1.743171
H5 -1.497600 -1.743503 -2.254174
H6 -0.347221 -3.795226 0.258977
H7 -0.289031 -2.038174 1.974513
H8 -1.107179 0.387115 2.224400
C8 2.832214 0.262858 0.785622
C9 3.276349 0.789087 -0.531088
N1 2.153350 0.988365 -1.418241
O2 4.444787 0.888585 -0.865970
H9 1.748234 -0.009604 0.870416
H10 3.189927 1.007596 1.600137
H11 3.304472 -0.635154 1.049296
H12 2.319979 1.075909 -2.425530
H13 1.326111 1.494023 -1.030330

Forces on atoms 1 to 3 (eV/Å):
C -5.378 -4.959 3.516
C 2.748 -1.017 1.837
C -1.074 1.493 0.509

- SMILES = Cc1ccc(O)cc1.CC(N)=O
- highest occupied orbital energy (eV) = -8.50
- frontier orbital gap (eV) = 9.17
- ΔE to the lowest compared entry with this formula, charge and spin (eV) = 1.929
- LUMO energy (eV) = 0.7

***

Q: Which M values were calculated for the entries above? A: 772.3 98.2 795.0 167.2, in g/mol.